Density functional theory data (wB97M-V/def2-TZVPD) for C20H46NdOP4S as an isolated structure at a distorted geometry.

Its spin multiplicity is 4. For the total energy, the calculation gives -86777.71074 eV. For the energy relative to the best compared isomer or geometry (same formula, charge and spin), the calculation gives 111.1 kJ/mol. As for the charge: +3. The calculation puts the HOMO energy (alpha / beta) at -15.59 / -15.59 eV. The HOMO-LUMO gap (alpha / beta) is 0.2159 / 0.2403 Eh.

CARTESIAN COORDINATES (ANGSTROEM)
Nd 0.121 0.169 0.260
P 2.864 0.913 -0.271
P 0.041 3.303 0.342
P 0.777 -2.587 0.365
H -2.424 2.257 -1.370
C -2.544 1.214 -1.050
C -3.212 0.846 0.083
H -3.690 1.533 0.793
C 3.296 1.023 -2.052
C 3.795 2.378 0.341
C 4.017 -0.421 0.257
C -1.616 4.062 0.514
C 0.945 4.354 1.577
C 0.603 4.105 -1.199
C -0.808 -3.501 0.540
C 1.813 -3.571 1.519
C 1.388 -3.176 -1.259
H -2.189 0.456 -1.791
H -3.335 -0.215 0.367
H 4.383 1.130 -2.162
H 2.812 1.897 -2.507
H 2.979 0.112 -2.575
H 4.863 2.211 0.124
H 3.672 2.461 1.430
H 3.463 3.304 -0.154
H 5.043 -0.041 0.138
H 3.874 -1.325 -0.358
H 3.842 -0.646 1.320
H -1.637 5.060 0.059
H -1.871 4.152 1.574
H -2.376 3.443 0.033
H 0.981 5.403 1.226
H 1.977 3.977 1.700
H 0.407 4.316 2.540
H 0.384 5.177 -1.182
H 0.087 3.675 -2.059
H 1.676 3.977 -1.357
H -0.741 -4.489 0.067
H -1.650 -2.960 0.080
H -1.052 -3.638 1.603
H 1.827 -4.635 1.220
H 1.393 -3.511 2.534
H 2.846 -3.192 1.514
H 1.207 -4.252 -1.379
H 2.455 -2.964 -1.361
H 0.915 -2.652 -2.099
C -2.723 -2.848 -3.869
C -2.256 -3.251 -5.148
C -3.156 -3.734 -6.131
C -4.533 -3.804 -5.887
C -5.009 -3.364 -4.646
C -4.118 -2.883 -3.678
S -1.643 -2.551 -2.538
H -0.937 -1.286 -2.218
H -1.189 -3.268 -5.349
H -2.777 -4.099 -7.103
H -5.243 -4.218 -6.655
H -6.078 -3.436 -4.439
H -4.484 -2.595 -2.694
C 0.578 -0.713 4.913
P 0.223 0.762 3.956
C -1.423 1.339 4.313
C 1.382 2.053 4.500
O 0.333 0.494 2.432
H 0.185 -0.558 5.932
H 1.662 -0.885 4.939
H 0.098 -1.576 4.440
H -1.605 1.397 5.415
H -1.587 2.333 3.867
H -2.152 0.646 3.865
H 2.409 1.642 4.497
H 1.355 2.926 3.824
H 1.088 2.344 5.529

=====

Density functional theory data (wB97M-V/def2-TZVPD) for C20H46O3P4SeY as an isolated structure at a distorted geometry.

Its spin multiplicity is 1. For the total energy, the calculation gives -131144.40119 eV. For the energy relative to the best compared isomer or geometry (same formula, charge and spin), the calculation gives 192.8 kJ/mol. As for the charge: +3. The calculation puts the HOMO energy (alpha / beta) at -17.01 / -17.02 eV. The HOMO-LUMO gap (alpha / beta) is 0.1479 / 0.1950 Eh.

CARTESIAN COORDINATES (ANGSTROEM)
Y -1.113 -0.214 -0.083
P 2.193 0.365 0.932
P -0.241 2.448 -1.476
P 1.377 -0.805 -2.145
H -0.876 -4.839 1.746
C 0.090 -4.946 1.236
C 1.200 -4.340 1.702
H 1.199 -3.775 2.640
C 2.277 0.832 2.711
C 3.351 1.700 0.371
C 3.374 -1.053 1.080
C -1.346 2.941 -2.880
C -0.334 4.048 -0.572
C 1.329 2.790 -2.385
C 1.673 -2.553 -1.633
C 3.133 -0.292 -2.442
C 0.974 -1.121 -3.918
H 0.102 -5.540 0.312
H 2.175 -4.519 1.235
H 1.847 0.034 3.328
H 1.725 1.766 2.889
H 3.339 0.957 2.974
H 2.784 2.633 0.262
H 3.823 1.447 -0.585
H 4.132 1.855 1.128
H 2.803 -1.963 1.300
H 4.057 -0.855 1.916
H 3.965 -1.210 0.174
H -1.204 4.008 -3.095
H -2.385 2.743 -2.601
H -1.114 2.343 -3.768
H -0.258 4.847 -1.321
H 0.473 4.131 0.164
H -1.292 4.107 -0.042
H 1.258 3.814 -2.778
H 1.449 2.091 -3.220
H 2.203 2.720 -1.729
H 1.881 -3.149 -2.531
H 0.791 -2.961 -1.123
H 2.519 -2.615 -0.940
H 3.516 -0.810 -3.334
H 3.775 -0.539 -1.590
H 3.197 0.787 -2.625
H 1.800 -1.673 -4.382
H 0.810 -0.176 -4.448
H 0.041 -1.697 -3.969
C -3.188 -1.767 -2.363
C -2.970 -2.639 -1.276
C -3.716 -3.820 -1.162
C -4.715 -4.145 -2.087
C -4.947 -3.284 -3.176
C -4.171 -2.132 -3.325
Se -2.075 -0.210 -2.678
H -1.725 -1.367 1.282
H -2.171 -2.422 -0.536
H -3.491 -4.507 -0.329
H -5.301 -5.056 -1.965
H -5.722 -3.495 -3.925
H -4.281 -1.501 -4.211
C -0.266 4.285 3.517
O -0.069 3.062 2.756
P -1.347 2.170 2.056
O -2.458 2.147 3.227
C -2.238 2.131 4.662
O -0.814 0.502 2.230
C -0.819 -0.309 3.440
H -1.243 4.758 3.315
H 0.530 4.981 3.229
H -0.179 4.073 4.593
H -1.299 1.681 5.036
H -2.300 3.178 4.981
H -3.076 1.540 5.042
H -0.646 -1.334 3.131
H 0.013 -0.015 4.108
H -1.786 -0.265 3.949

=====

Density functional theory data (wB97M-V/def2-TZVPD) for C20H46OP4SeYb as an isolated structure at a distorted geometry.

Its spin multiplicity is 2. For the total energy, the calculation gives -157540.65389 eV. For the energy relative to the best compared isomer or geometry (same formula, charge and spin), the calculation gives 172.7 kJ/mol. As for the charge: +3. The calculation puts the HOMO energy (alpha / beta) at -17.30 / -17.31 eV. The HOMO-LUMO gap (alpha / beta) is 0.2296 / 0.2311 Eh.

CARTESIAN COORDINATES (ANGSTROEM)
Yb 0.020 0.178 -0.480
P 0.310 1.390 -3.181
P -0.525 2.743 0.864
P 0.929 -2.470 -1.236
H -1.656 -0.954 4.478
C -0.909 -1.651 4.080
C 0.410 -1.430 4.239
H 0.780 -0.561 4.792
C -1.020 1.524 -4.442
C 0.884 3.137 -3.196
C 1.616 0.636 -4.233
C -0.756 2.527 2.678
C 0.449 4.296 0.858
C -2.182 3.393 0.419
C 1.037 -3.596 0.213
C 2.559 -2.803 -2.006
C -0.166 -3.452 -2.329
H -1.287 -2.537 3.553
H 1.161 -2.125 3.845
H -0.669 2.088 -5.317
H -1.886 2.036 -4.000
H -1.331 0.518 -4.753
H 1.015 3.486 -4.230
H 1.839 3.216 -2.658
H 0.145 3.768 -2.685
H 1.778 1.239 -5.138
H 1.313 -0.381 -4.517
H 2.552 0.573 -3.662
H -1.646 3.082 3.006
H 0.127 2.898 3.215
H -0.889 1.460 2.911
H -0.201 5.162 1.045
H 0.930 4.410 -0.124
H 1.229 4.248 1.630
H -2.527 4.077 1.207
H -2.883 2.552 0.307
H -2.120 3.928 -0.538
H 0.698 -4.602 -0.072
H 0.396 -3.215 1.021
H 2.071 -3.649 0.582
H 2.612 -3.838 -2.372
H 3.359 -2.631 -1.273
H 2.706 -2.113 -2.850
H 0.017 -4.524 -2.175
H 0.018 -3.187 -3.379
H -1.211 -3.214 -2.084
C -3.893 -1.266 0.243
C -4.107 -1.568 1.600
C -5.277 -2.225 2.000
C -6.246 -2.588 1.054
C -6.024 -2.316 -0.306
C -4.854 -1.676 -0.710
Se -2.393 -0.213 -0.339
H -0.981 -0.949 0.587
H -3.359 -1.274 2.335
H -5.436 -2.452 3.056
H -7.167 -3.082 1.372
H -6.768 -2.604 -1.047
H -4.676 -1.463 -1.764
C 4.257 -1.014 1.295
P 3.257 0.468 1.251
C 3.146 1.152 2.899
C 4.072 1.658 0.188
O 1.846 0.137 0.743
H 4.667 -1.215 0.295
H 3.646 -1.868 1.619
H 5.090 -0.877 1.998
H 4.155 1.271 3.317
H 2.656 2.135 2.862
H 2.562 0.481 3.541
H 4.262 1.207 -0.796
H 3.444 2.551 0.063
H 5.032 1.957 0.631

=====

> What is the energy relative to the best compared isomer or geometry (same formula, charge and spin) in the first record?

111.1 kJ/mol